15
Properties=species:S:1:pos:R:3:nbo_charge:R:1 method="wB97M-V/def2-TZVPD" charge=0 total_energy_ha=-304.77359 smiles=C[C@H]1CN1CC#N de_lowest_kcal_mol=38.84 molar_mass_da=96.13 e_lumo_ha=0.0343 homo_lumo_gap_ha=0.3938
N -0.64698 0.24184 0.42146 -0.3970
N -1.31400 0.08809 -2.95933 -0.3155
C 0.08457 -0.64919 1.31507 -0.2528
C -1.48480 -0.09674 -1.83078 0.2737
C -1.67684 -0.38262 -0.39967 -0.3262
C 0.73865 -0.08336 0.11243 -0.0786
C 1.72394 1.05401 0.19400 -0.6131
H -1.71163 -1.47859 -0.29186 0.2150
H 0.30354 -0.24795 2.30221 0.2065
H 0.89486 -0.77979 -0.71475 0.1996
H 1.69450 1.66020 -0.71709 0.2218
H 1.48013 1.70168 1.04180 0.2174
H 2.74331 0.67629 0.32709 0.2139
H -0.17381 -1.70900 1.29640 0.1907
H -2.65544 0.00515 -0.09699 0.2446


15
Properties=species:S:1:pos:R:3:nbo_charge:R:1 method="wB97M-V/def2-TZVPD" charge=0 total_energy_ha=-287.69332 de_lowest_kcal_mol=87.31 molar_mass_da=87.12 e_lumo_ha=0.0362 homo_lumo_gap_ha=0.3856
O 0.47237 0.83734 -1.77434 -0.5758
N 1.41773 0.06081 -1.18603 -0.1433
C 1.01922 1.23923 0.96868 -0.6945
C -1.31022 -1.67105 0.27618 -0.3864
C 1.46076 0.19442 0.05686 0.0521
C -1.86223 -0.52794 -0.03893 -0.3901
H -1.53926 0.12066 -0.82167 0.2076
H -2.80372 -0.22294 0.36037 0.1839
H 0.14732 0.86835 1.48667 0.2424
H 0.78658 2.17639 0.48192 0.2327
H -1.70902 -2.35625 0.99071 0.1889
H 2.11392 -0.57080 0.45512 0.1842
H 1.79880 1.43650 1.69308 0.2271
H 0.56831 0.56795 -2.69263 0.4785
H -0.42340 -2.02016 -0.19873 0.1926


114
Properties=species:S:1:pos:R:3:mulliken_charge:R:1 method="wB97M-V/def2-TZVPD" charge=0 total_energy_ha=-8190.66121 smiles=CCB(O)c1ccc2c(c1B(O)OC)Sc1cc(Br)ccc1N2C.FC(F)C(F)(F)COC(F)(F)C(F)F.FC(F)C(F)(F)COC(F)(F)C(F)F.FC(F)C(F)(F)COC(F)(F)C(F)F.FC(F)C(F)(F)COC(F)(F)C(F)F molar_mass_da=1334.20 e_lumo_ha=-0.0103 homo_lumo_gap_ha=0.2760
Br -1.49846 4.98986 -9.16743 -0.1661
S 0.18060 5.84993 -3.08098 -0.1888
F 1.18639 -9.77967 -2.15297 -0.2095
F -3.99275 -4.87672 3.28266 -0.2334
F -1.14309 -6.14101 -3.53874 -0.3253
F -6.78938 -6.98396 3.72411 -0.2576
F 6.71660 -4.12013 4.02423 -0.2747
F -0.13792 -1.42983 0.14314 -0.2606
F 0.57211 2.79979 0.41684 -0.2663
F 5.82730 -2.68721 6.38629 -0.2110
F 1.69097 -0.17163 -1.72650 -0.1938
F 1.64250 -10.58482 -0.18190 -0.2630
F 5.56536 -5.82075 4.71390 -0.2904
F 0.40405 -7.66920 -3.60787 -0.3000
F -4.81362 -8.98454 4.08152 -0.2946
F 2.70204 1.04341 0.43783 -0.3134
F 0.54806 -1.84187 -2.52990 -0.2686
F 7.06615 -1.83771 4.45094 -0.2341
F 4.25867 -1.32990 4.68925 -0.3280
F -2.15627 -8.69940 -3.68095 -0.2988
F -1.18211 -9.24786 -1.82221 -0.2049
F 1.90710 -7.94389 0.81268 -0.2951
F -3.30420 -6.05257 0.76474 -0.3312
F 6.44229 0.16701 3.90631 -0.2724
F 6.98292 -4.49094 6.77687 -0.2572
F 4.23301 -0.80571 2.57777 -0.3378
F -0.07511 -8.40004 0.06710 -0.2366
F 0.97747 -3.26844 -0.11863 -0.1742
F -5.65430 -6.18535 2.04624 -0.2063
F -2.81282 -3.61726 1.96879 -0.2731
F -0.04615 0.86523 -0.34472 -0.2450
F -4.07002 -6.96743 4.34882 -0.2755
F 2.03793 1.61793 2.42847 -0.3567
F -1.20812 -5.74142 1.25814 -0.3144
O -3.55844 -8.11950 2.46393 -0.4320
O 4.46075 -3.96369 4.19286 -0.4108
O -2.49109 4.71185 -1.12813 -0.4414
O 2.03300 -1.53590 0.78941 -0.4102
O -2.42750 7.96847 2.65064 -0.5279
O -1.19817 5.27676 1.02656 -0.5647
O 1.31297 -7.08125 -1.14774 -0.4142
N 0.98886 8.85017 -3.97732 0.0917
C -1.37163 7.24481 -0.78054 0.2004
C 0.09254 8.83495 -2.76038 0.1542
C -1.71411 3.46770 -1.35322 -0.1973
C 1.07926 -1.91398 -0.20202 0.6727
C -0.57873 5.46750 -6.08197 -0.2816
C 4.88255 -1.57784 3.50671 1.0395
C -4.57168 -7.81887 3.42230 0.7569
C 4.65562 -3.04492 3.11333 -0.4639
C 5.81082 -4.03876 6.25626 0.2170
C 1.57598 -0.57219 1.74329 -0.9681
C 0.06613 -6.52097 -1.57077 0.0818
C 1.67511 0.90007 1.31760 1.1497
C -0.57364 -7.15654 -2.81388 0.7846
C -1.65465 -8.19297 -2.52181 0.2411
C -0.42004 7.38205 -2.10882 -0.1609
C 1.41590 10.24187 -4.38427 -1.1889
C -0.44035 10.20269 -1.95950 -0.2727
C -1.41700 10.07018 -0.60883 -0.5387
C 6.34409 -1.14145 3.54575 0.0042
C -2.38214 -7.30841 2.54099 -0.6629
C 0.26335 8.58982 -6.68320 -0.2304
C -0.33790 7.62802 -7.91070 -0.4169
C 0.44564 8.03420 -5.12766 0.1434
C 1.21302 -8.23901 -0.32004 0.7359
C -5.86689 -7.30853 2.77913 0.2033
C -2.44353 -5.95743 1.81322 1.0968
C -2.77810 -4.76313 2.70192 0.0469
C 0.38357 1.49886 0.76856 -0.0086
C -4.96849 8.60570 -0.51773 -0.6957
C -1.89947 8.59345 -0.01088 0.1476
C -0.00472 6.44095 -4.88920 0.2750
C 5.65480 -4.46507 4.79147 0.7190
C 1.50337 -1.51226 -1.61993 0.1529
C -4.49311 8.89923 1.05374 -0.5006
C 1.80205 -9.49322 -0.97706 0.1799
C -0.76236 6.04910 -7.62584 -0.1197
B -1.73649 5.67812 -0.30558 0.6461
B -2.90729 8.47111 1.31643 0.2016
H -0.90332 4.33649 -5.89102 0.2809
H -0.49076 8.05580 -9.01058 0.2801
H 2.24799 10.15186 -5.22712 0.3851
H 1.97314 10.70707 -3.43754 0.3988
H -4.56124 9.43184 -1.24973 0.2378
H -0.64040 -6.41839 -0.73882 -0.2741
H -0.41434 1.47167 1.51656 0.2652
H -4.73421 10.01333 1.32146 0.2839
H -2.01415 -7.21678 3.56960 0.3440
H -6.29913 -8.06409 2.11711 0.2459
H 0.31593 -5.48782 -1.84467 0.3291
H -0.58168 3.73552 -1.09232 0.0620
H 2.25693 -0.69497 2.59537 0.4805
H -0.20254 5.44287 1.04347 0.3338
H 0.53213 9.68938 -6.98213 0.2329
H -2.48755 -7.75040 -1.96746 0.2048
H -2.02659 -4.63055 3.48585 0.3080
H -4.64121 7.50906 -0.80444 0.1492
H -1.73698 11.10764 -0.11430 0.2272
H 0.54742 10.96058 -4.69764 0.3633
H -0.15899 11.28113 -2.32905 0.2149
H 3.70713 -3.07474 2.56171 0.1995
H -2.68264 6.97949 2.61037 0.3012
H 4.98865 -4.42426 6.86567 0.2370
H -6.16195 8.58719 -0.52422 0.3203
H 0.58886 -0.82932 2.14493 0.3971
H 6.81555 -1.24949 2.56445 0.3335
H 2.86894 -9.36438 -1.17981 0.2484
H -5.19738 8.20418 1.71738 0.2322
H 2.43756 -2.00516 -1.90334 0.2460
H 5.39949 -3.40861 2.39484 0.3767
H -1.61368 -7.90170 2.02884 0.2960
H -1.73160 3.28427 -2.53149 0.1668
H -2.11846 2.53568 -0.77288 0.2165


23
Properties=species:S:1:pos:R:3:nbo_charge:R:1 method="wB97M-V/def2-TZVPD" charge=0 total_energy_ha=-533.71900 smiles="CC(C)=[N+]([O-])O.C=C(C)C#N" de_lowest_kcal_mol=151.19 molar_mass_da=156.19 e_lumo_ha=0.0217 homo_lumo_gap_ha=0.3301
O -1.20037 0.97844 -2.01932 -0.5808
O -0.86758 1.79516 0.09709 -0.5428
N 1.15999 -1.92580 -0.62333 -0.3567
N -1.17335 0.83130 -0.61044 0.3332
C -1.56247 -0.64510 1.23455 -0.6494
C -1.51275 -0.35502 -0.23180 0.2263
C 1.79307 1.42385 -0.56710 -0.2539
C 1.84091 0.34441 0.23059 -0.1659
C 2.32630 0.45231 1.69572 -0.6176
C 1.50247 -0.85678 -0.31621 0.2738
C -1.75499 -1.46603 -1.18527 -0.6774
H 2.37063 -0.47675 2.17641 0.2268
H -1.24526 1.85558 -2.28693 0.4845
H 2.00913 2.33337 -0.10518 0.2025
H -2.00916 -1.21124 -2.24285 0.2460
H -0.94279 -2.20789 -1.00197 0.2704
H 3.22459 1.03599 1.63696 0.2291
H -0.85423 0.06188 1.48971 0.2438
H -2.54777 -2.05197 -0.86411 0.2161
H -2.54713 -0.55249 1.45276 0.2285
H 1.46167 1.05741 2.22642 0.2295
H -1.21390 -1.65545 1.41059 0.2232
H 1.74298 1.23479 -1.59627 0.2107